Entry 1:
Density functional theory data (ωB97M-V/def2-TZVPD) for a gas-phase ion, C9H17BrN (charge +1) in a non-equilibrium geometry.

Structure (ORCA input):
```
! RIJCOSX wB97M-V def2-TZVPD def2/J DEFGRID3
* xyz 1 1
C -0.075 -0.532 -2.006
C 0.301 -1.685 -1.104
C 0.750 0.674 -1.531
C -0.887 0.726 0.440
C 0.031 -1.551 0.338
C 1.431 0.134 0.909
C 0.529 0.976 -0.009
C 0.964 2.382 0.253
C -1.825 -1.074 1.861
N -1.195 -0.845 0.542
Br 3.154 -0.287 0.368
H 0.109 -0.862 -2.985
H -1.152 -0.423 -2.070
H -0.130 -2.466 -1.597
H 1.363 -1.900 -1.209
H 1.830 0.410 -1.769
H 0.369 1.651 -1.927
H -1.198 1.322 1.237
H -1.583 1.132 -0.330
H 0.112 -2.172 1.214
H 1.453 0.564 1.920
H 1.974 2.279 -0.018
H 0.866 2.770 1.350
H 0.517 3.121 -0.402
H -1.127 -0.775 2.634
H -2.621 -0.385 2.041
H -2.154 -2.072 2.088
H -1.803 -1.110 -0.238
*
```

The HOMO-LUMO gap comes out at 9.104 eV. The total energy is -81131.430 eV.

***

Entry 2:
Density functional theory data (ωB97M-V/def2-TZVPD) for 2 unconnected molecules or ions with the total composition C9H17BrOS in a non-equilibrium geometry.

Structure (ORCA input):
```
! RIJCOSX wB97M-V def2-TZVPD def2/J DEFGRID3
* xyz 0 1
C -3.984 -0.738 1.033
C -2.449 -0.695 1.004
C -4.325 -1.040 -0.461
C -2.059 0.118 -0.218
C 3.116 0.081 -0.982
C 2.373 2.386 -0.461
C 1.534 0.185 0.942
C 0.180 -0.238 -1.577
C 1.988 0.881 -0.326
O 0.835 0.802 -1.239
S -3.312 0.117 -1.445
Br -1.494 1.900 0.219
H -4.519 -1.543 1.754
H -4.243 0.325 1.441
H -2.084 -0.394 1.883
H -2.008 -1.806 0.800
H -4.054 -1.999 -0.817
H -5.416 -1.077 -0.530
H 3.797 0.604 -1.726
H 3.877 -0.252 -0.246
H 2.562 -0.799 -1.481
H 2.222 2.601 -1.469
H 3.374 2.456 -0.144
H 1.708 2.848 0.286
H 0.758 0.617 1.584
H 0.982 -0.680 0.732
H 2.425 -0.013 1.661
H -0.281 -0.354 -2.523
H 0.433 -1.279 -1.048
*
```

The HOMO-LUMO gap (alpha / beta) comes out at 7.686 / 7.038 eV. The total energy is -92528.673 eV.

***

Entry 3:
Density functional theory data (ωB97M-V/def2-TZVPD) for a molecular structure, C9H17Cl2IrNO2P in a non-equilibrium geometry.

Structure (ORCA input):
```
! RIJCOSX wB97M-V def2-TZVPD def2/J DEFGRID3
* xyz 3 6
C -0.096 -3.563 -3.164
C -0.513 -2.575 -2.155
H -0.972 -3.958 -3.697
H 0.434 -4.386 -2.670
H 0.582 -3.087 -3.891
O -1.561 -1.974 -2.068
Cl 0.844 -2.295 -0.915
Ir 0.045 -0.348 0.119
P 0.145 1.395 -1.334
C -1.302 2.498 -1.258
C 1.564 2.509 -1.139
H 1.192 0.269 -3.187
H 0.138 1.617 -3.728
H -0.585 0.054 -3.212
C 0.228 0.772 -3.035
H 2.493 1.937 -1.239
H 1.521 3.301 -1.899
H -1.222 3.253 -2.051
H -1.310 3.000 -0.281
H 1.538 2.962 -0.140
H -2.230 1.926 -1.377
C -1.810 -0.462 -0.056
O -2.975 -0.467 -0.090
Cl 2.393 -0.125 0.530
C -0.327 -0.511 5.542
C 0.688 0.027 4.522
C 0.277 -0.175 3.145
N 0.070 -0.271 2.010
H -1.311 -0.055 5.398
H 0.002 -0.298 6.558
H -0.442 -1.594 5.440
H 0.842 1.106 4.676
H 1.657 -0.484 4.649
*
```

The HOMO-LUMO gap (alpha / beta) comes out at 8.012 / 5.723 eV. The total energy is -52329.338 eV.

***

Entry 4:
Density functional theory data (ωB97M-V/def2-TZVPD) for a molecular structure, C9H17Hg2O7S2 in a non-equilibrium geometry.

Structure (ORCA input):
```
! RIJCOSX wB97M-V def2-TZVPD def2/J DEFGRID3
* xyz 3 1
Hg -12.765 -9.987 -6.715
Hg -12.857 -5.690 -7.748
O -16.293 -8.125 -8.528
C -15.077 -8.031 -8.045
O -14.373 -9.062 -7.926
O -14.709 -6.805 -7.748
H -16.592 -7.197 -8.568
C -17.086 -3.232 -6.742
C -16.545 -2.957 -8.155
C -15.464 -1.909 -7.963
S -14.413 -2.648 -6.697
O -13.775 -1.676 -5.885
O -13.527 -3.733 -7.237
C -15.870 -3.299 -5.807
H -17.669 -4.150 -6.654
H -17.764 -2.460 -6.382
H -17.310 -2.597 -8.840
H -16.138 -3.892 -8.551
H -15.844 -1.037 -7.432
H -14.857 -1.742 -8.851
H -15.929 -2.515 -5.045
H -15.599 -4.162 -5.197
C -18.462 -10.168 -5.487
C -19.077 -9.162 -4.528
C -18.378 -9.216 -3.136
S -17.050 -10.471 -3.291
O -17.676 -11.722 -3.009
O -15.797 -10.084 -2.707
C -16.981 -10.262 -5.135
H -18.495 -9.909 -6.551
H -18.854 -11.185 -5.433
H -20.161 -9.244 -4.481
H -18.893 -8.113 -4.775
H -18.934 -9.533 -2.253
H -17.892 -8.269 -2.909
H -16.267 -10.997 -5.500
H -16.564 -9.248 -5.213
*
```

The HOMO-LUMO gap comes out at 2.692 eV. The total energy is -53924.012 eV.

***

Entry 5:
Density functional theory data (ωB97M-V/def2-TZVPD) for a gas-phase ion, C9H17N2 (charge +1) in a non-equilibrium geometry.

Structure (ORCA input):
```
! RIJCOSX wB97M-V def2-TZVPD def2/J DEFGRID3
* xyz 1 1
C 2.550 -0.089 -0.956
N 1.392 -0.657 -0.260
C 0.847 -1.866 -0.441
N -0.297 -2.039 0.173
C -0.682 -0.945 0.977
C -2.136 -0.468 0.718
C -2.365 0.067 -0.727
C -1.045 0.609 -1.401
C -0.025 1.283 -0.453
C 0.496 0.221 0.541
C 1.158 0.803 1.772
H 2.196 0.178 -2.071
H 2.912 0.920 -0.552
H 3.446 -0.804 -0.778
H 1.486 -2.635 -0.840
H -0.824 -2.913 0.126
H -0.534 -1.040 2.129
H -2.395 0.300 1.423
H -2.848 -1.344 0.963
H -3.146 0.816 -0.829
H -2.578 -0.819 -1.412
H -0.605 -0.226 -2.051
H -1.232 1.328 -2.153
H 0.862 1.751 -1.033
H -0.568 2.161 -0.018
H 0.938 0.098 2.635
H 0.741 1.738 1.930
H 2.257 0.924 1.702
*
```

The HOMO-LUMO gap comes out at 10.313 eV. The SMILES is CN1C=[NH+][C@@H]2CCCC[C@@]21C. The total energy is -12581.867 eV.

***

Entry 6:
Density functional theory data (ωB97M-V/def2-TZVPD) for a gas-phase ion, C9H17N2O4 (charge +1) in a non-equilibrium geometry.

Structure (ORCA input):
```
! RIJCOSX wB97M-V def2-TZVPD def2/J DEFGRID3
* xyz 1 1
C 0.830 -0.534 -1.393
C -0.530 1.233 1.256
C -1.322 -0.798 0.023
C -0.849 0.671 -0.210
C -0.721 0.155 2.187
C -1.765 -0.705 1.478
C 2.836 0.014 -2.809
C 2.028 -2.322 -2.281
C -1.206 2.601 1.419
N -0.338 -1.726 -0.003
N 1.865 -0.900 -1.990
O 0.368 0.594 -1.080
O 0.476 -0.721 2.326
O -3.050 -0.100 1.605
O -0.816 3.355 0.319
H 0.498 1.415 1.198
H -2.232 -0.943 -0.686
H -1.518 1.350 -0.669
H -0.993 0.256 3.237
H -1.856 -1.693 1.821
H 3.699 -0.602 -2.982
H 3.043 0.833 -2.184
H 2.436 0.295 -3.781
H 1.144 -2.834 -2.017
H 2.956 -2.825 -1.784
H 2.089 -2.419 -3.403
H -0.951 3.017 2.391
H -2.342 2.422 1.478
H 0.276 -1.708 0.801
H 0.554 -1.036 3.243
H -3.791 -0.706 1.920
H -0.819 4.362 0.572
*
```

The HOMO-LUMO gap comes out at 9.152 eV. The total energy is -20767.598 eV.

***

Entry 7:
Density functional theory data (ωB97M-V/def2-TZVPD) for 2 unconnected molecules or ions with the total composition C9H17N2S in a non-equilibrium geometry.

Structure (ORCA input):
```
! RIJCOSX wB97M-V def2-TZVPD def2/J DEFGRID3
* xyz 1 1
C 2.310 1.623 2.143
C 2.661 0.808 1.353
C -2.939 0.519 -0.777
C -3.254 0.027 0.610
C -0.633 -0.660 0.938
C -0.456 -0.263 -0.446
C -1.157 2.000 -0.190
C 3.270 -2.418 -0.601
C 2.849 -0.109 0.300
N -1.438 0.746 -0.963
N 3.367 -1.336 0.434
S -2.303 -1.512 1.022
H 1.871 2.423 2.653
H -3.187 -0.284 -1.595
H -3.606 1.352 -0.868
H -3.140 0.731 1.328
H -4.224 -0.188 0.753
H 0.170 -1.374 1.409
H -0.547 0.153 1.560
H -0.447 -0.966 -1.258
H -0.184 2.224 -0.274
H -1.903 2.686 -0.609
H -1.227 1.948 0.925
H 4.087 -3.086 -0.241
H 2.347 -2.988 -0.457
H 3.534 -1.936 -1.479
H 2.575 0.045 -0.751
H -1.129 0.976 -1.944
H 3.626 -1.431 1.386
*
```

The HOMO-LUMO gap (alpha / beta) comes out at 4.402 / 7.248 eV. The total energy is -23410.558 eV.

***

Entry 8:
Density functional theory data (ωB97M-V/def2-TZVPD) for a gas-phase ion, C9H17N3O3 (charge +2) in a non-equilibrium geometry.

Structure (ORCA input):
```
! RIJCOSX wB97M-V def2-TZVPD def2/J DEFGRID3
* xyz 2 1
N 3.590 -0.610 -1.990
C 2.065 -0.608 -1.896
C 1.542 0.361 -0.745
C 0.104 0.788 -1.109
C -0.813 1.220 -0.067
N -0.664 2.813 0.354
O -2.136 1.149 -0.468
C -0.664 0.420 1.351
C -1.328 -0.847 1.233
C -2.475 -1.252 1.870
C -2.641 -2.623 1.475
C -1.650 -2.889 0.604
O -0.850 -1.793 0.365
N 0.317 0.866 2.304
O -1.059 1.312 2.349
H 4.200 -0.979 -1.092
H 3.940 0.270 -2.295
H 3.680 -1.296 -2.734
H 1.746 -1.575 -1.658
H 1.706 -0.139 -2.843
H 1.729 -0.098 0.275
H 2.148 1.303 -0.960
H -0.439 -0.116 -1.588
H 0.082 1.472 -1.862
H -1.062 2.827 1.296
H -1.282 3.408 -0.249
H 0.210 3.270 0.185
H -2.843 0.920 0.218
H -2.995 -0.774 2.662
H -3.280 -3.424 1.837
H -1.350 -3.706 -0.006
H 0.472 0.329 3.179
*
```

The HOMO-LUMO gap comes out at 8.608 eV. The SMILES is [NH3+]CCC[C@@]([NH3+])(O)[C@@]1(c2ccco2)NO1. The total energy is -20201.177 eV.

***

Entry 9:
Density functional theory data (ωB97M-V/def2-TZVPD) for a single C9H17N3O4 molecule in a non-equilibrium geometry.

Structure (ORCA input):
```
! RIJCOSX wB97M-V def2-TZVPD def2/J DEFGRID3
* xyz 0 1
C 2.860 -1.435 -0.814
C 1.470 -1.091 -0.225
C 0.972 -2.165 0.771
C 1.521 0.359 0.410
N 0.492 0.645 1.457
C -0.856 0.593 1.500
O -1.391 -0.093 2.415
C -1.747 1.381 0.520
N -1.377 2.748 0.340
C -1.739 0.695 -0.819
C -2.694 -0.481 -1.083
N -2.680 -1.423 -0.098
O -3.432 -0.498 -2.008
C 1.501 1.511 -0.576
O 1.562 2.665 -0.305
O 1.298 1.041 -1.834
H 3.588 -1.286 -0.026
H 2.922 -2.483 -1.237
H 3.068 -0.759 -1.649
H 0.784 -1.078 -1.070
H 1.633 -2.264 1.631
H 0.960 -3.099 0.279
H -0.044 -1.887 1.092
H 2.421 0.429 1.018
H 0.766 0.106 2.321
H -2.766 1.311 0.936
H -1.774 3.391 1.017
H -0.405 3.011 0.172
H -0.679 0.330 -0.834
H -1.844 1.393 -1.632
H -2.396 -1.220 0.889
H -3.355 -2.204 -0.181
H 1.360 1.857 -2.377
*
```

The HOMO-LUMO gap comes out at 9.597 eV. The SMILES is CC(C)[C@H](NC(=O)[C@@H](N)CC(N)=O)C(=O)O. The total energy is -22269.583 eV.

***

Entry 10:
Density functional theory data (ωB97M-V/def2-TZVPD) for a gas-phase ion, C9H17N4 (charge +1) in a non-equilibrium geometry.

Structure (ORCA input):
```
! RIJCOSX wB97M-V def2-TZVPD def2/J DEFGRID3
* xyz 1 1
C 1.384 -2.571 -1.783
N 1.156 -1.189 -1.918
C 1.195 -0.489 -3.325
C 0.460 0.753 -3.043
N 0.027 0.729 -1.624
C 0.467 -0.397 -1.116
N -0.042 -0.989 0.065
C 0.554 -1.383 1.300
C -0.174 -0.357 1.463
N -0.734 0.838 1.963
C 0.209 1.720 2.811
C -1.849 0.312 2.892
C -1.463 1.520 0.855
H 1.643 -2.934 -2.838
H 2.261 -2.743 -1.195
H 0.501 -3.153 -1.490
H 0.637 -1.184 -3.950
H 2.184 -0.472 -3.725
H 1.100 1.573 -3.320
H -0.409 0.885 -3.671
H 1.243 -2.200 1.594
H 0.796 2.449 2.273
H -0.359 2.246 3.456
H 0.918 1.029 3.239
H -1.492 0.023 3.898
H -2.481 1.227 3.023
H -2.401 -0.449 2.313
H -2.582 1.177 0.890
H -1.615 2.603 1.146
H -1.132 1.428 -0.184
*
```

The HOMO-LUMO gap comes out at 8.192 eV. The SMILES is CN1CCN=C1N1C=C1[N+](C)(C)C. The total energy is -15556.297 eV.

***

Entry 11:
Density functional theory data (ωB97M-V/def2-TZVPD) for a gas-phase ion, C9H17N4OS (charge +1) in a non-equilibrium geometry.

Structure (ORCA input):
```
! RIJCOSX wB97M-V def2-TZVPD def2/J DEFGRID3
* xyz 1 1
C 0.629 0.145 0.011
C -0.629 1.399 1.161
C -2.213 -0.170 0.195
C 2.897 -0.887 -0.350
C 2.484 0.679 1.673
C 2.234 1.714 -0.637
C 0.292 -1.379 -1.836
C -4.182 -1.649 -1.134
C 2.136 0.434 0.142
N -1.514 -0.721 -0.718
N -1.836 0.808 1.153
N -0.169 -0.550 -0.734
N -2.859 1.126 2.081
O -0.070 2.285 1.687
S -3.893 -0.524 0.309
H 3.050 -0.749 -1.418
H 3.902 -0.818 0.104
H 2.321 -1.727 -0.114
H 3.324 1.481 1.831
H 2.661 -0.370 2.080
H 1.756 1.079 2.337
H 3.322 2.030 -0.533
H 1.668 2.584 -0.310
H 2.008 1.451 -1.643
H 0.003 -2.415 -1.786
H 1.301 -1.174 -1.859
H -0.202 -0.973 -2.802
H -3.951 -1.140 -2.100
H -5.142 -2.066 -0.892
H -3.518 -2.441 -1.067
H -2.923 2.120 2.307
H -2.889 0.419 2.863
*
```

The HOMO-LUMO gap comes out at 9.026 eV. The total energy is -28440.450 eV.

***

Entry 12:
Density functional theory data (ωB97M-V/def2-TZVPD) for a molecular structure, C9H17N5O in a non-equilibrium geometry.

Structure (ORCA input):
```
! RIJCOSX wB97M-V def2-TZVPD def2/J DEFGRID3
* xyz 2 1
C 0.280 3.242 1.831
C 1.500 4.325 0.079
C 0.583 -0.460 -0.993
C 0.628 4.591 1.218
C -0.838 -0.515 -0.496
C -1.429 -2.044 -0.343
C -0.516 -2.786 0.607
C -0.902 -4.234 0.653
C 0.357 2.427 -0.286
N 0.139 2.181 1.073
N 1.373 3.249 -0.665
N -2.004 -4.814 0.363
N 1.209 -1.444 -1.563
N 1.119 0.724 -0.918
O 2.349 0.823 -1.552
H 0.236 3.179 2.857
H 2.174 5.125 -0.115
H -0.394 4.956 0.951
H 1.131 5.350 1.820
H -0.898 0.052 0.492
H -1.662 -0.143 -1.115
H -2.469 -1.861 0.017
H -1.555 -2.576 -1.257
H 0.570 -2.802 0.484
H -0.782 -2.470 1.578
H -0.008 -4.716 0.907
H -0.384 2.187 -1.059
H -2.849 -4.145 0.227
H -2.286 -5.662 0.763
H 0.663 -2.194 -2.004
H 2.111 -1.262 -1.999
H 2.554 1.718 -1.556
*
```

The HOMO-LUMO gap comes out at 8.070 eV. The total energy is -19086.707 eV.

***

Entry 13:
Density functional theory data (ωB97M-V/def2-TZVPD) for 2 unconnected molecules or ions with the total composition C9H17NO in a non-equilibrium geometry.

Structure (ORCA input):
```
! RIJCOSX wB97M-V def2-TZVPD def2/J DEFGRID3
* xyz 0 1
C -1.088 1.555 -1.294
C -1.181 -1.424 -1.555
C 0.002 -0.871 -1.852
C -1.598 -2.150 -0.270
C 0.488 -0.285 -3.158
C 0.245 0.844 3.389
C 2.054 -0.161 -0.666
C -0.447 0.707 2.025
C -0.264 1.887 1.093
N -0.784 1.607 -0.166
O 0.835 -0.775 -0.695
H -1.780 -1.500 -2.391
H -1.935 -3.056 -0.504
H -2.351 -1.509 0.259
H -0.882 -2.183 0.495
H -0.191 0.557 -3.417
H 0.414 -1.129 -3.882
H 1.546 0.054 -3.032
H -0.502 1.410 3.908
H 0.428 -0.015 3.890
H 1.168 1.275 3.244
H 2.316 0.004 0.413
H 1.973 0.874 -1.177
H 2.971 -0.879 -0.905
H -1.523 0.334 2.072
H -0.041 -0.087 1.545
H -0.608 2.719 1.640
H 0.733 2.198 0.991
*
```

The HOMO-LUMO gap comes out at 8.795 eV. The total energy is -13141.975 eV.

***

Entry 14:
Density functional theory data (ωB97M-V/def2-TZVPD) for a gas-phase ion, C9H17NO3P (charge -1) in a non-equilibrium geometry.

Structure (ORCA input):
```
! RIJCOSX wB97M-V def2-TZVPD def2/J DEFGRID3
* xyz -1 1
C 2.546 0.071 -1.324
C 1.282 0.474 -1.123
C 0.100 -0.277 -0.747
C 0.088 -1.792 -0.869
C 0.752 -2.398 0.418
C -0.618 0.281 0.447
C -0.069 1.561 1.179
C -1.131 1.964 2.306
C -1.283 0.457 -0.948
N -2.380 -0.474 -1.292
P -1.416 2.043 -1.830
O -0.291 2.977 -1.722
O -2.775 2.554 -1.469
O -1.472 1.315 -3.397
H 3.316 0.723 -1.473
H 2.847 -0.944 -1.228
H 1.027 1.637 -1.215
H -0.940 -2.238 -0.865
H 0.607 -2.078 -1.866
H 1.318 -3.385 0.179
H 0.050 -2.608 1.179
H 1.320 -1.582 0.820
H -1.151 -0.354 1.010
H 0.862 1.393 1.691
H 0.094 2.338 0.433
H -1.978 2.324 1.757
H -0.858 2.964 2.777
H -1.289 1.159 3.048
H -2.810 -0.420 -2.264
H -3.136 -0.136 -0.746
H -0.531 1.341 -3.649
*
```

The HOMO-LUMO gap comes out at 8.392 eV. The SMILES is C=C[C@@]1(CC)[C@@H](CC)[C@@]1(N)[P@](=O)([O-])O. The total energy is -26532.168 eV.

***

Entry 15:
Density functional theory data (ωB97M-V/def2-TZVPD) for a gas-phase ion, C9H18BF2O8P2 (charge -1).

Structure (ORCA input):
```
! RIJCOSX wB97M-V def2-TZVPD def2/J DEFGRID3
* xyz -1 1
C 0.180 3.189 1.840
C 0.871 2.057 1.722
C 1.526 1.625 0.448
C 0.955 0.342 -0.193
P 2.058 0.023 -1.717
O 1.458 -0.429 -2.967
O 3.190 -0.986 -1.194
O 2.884 1.407 -1.966
O 1.157 -0.758 0.657
B 0.300 -1.850 0.119
F 1.026 -2.787 -0.655
P -0.423 -3.043 1.553
O -1.681 -3.760 1.288
O 0.754 -4.159 1.830
O -0.429 -2.264 2.997
O -0.663 -1.172 -0.745
C -0.555 0.228 -0.538
C -1.026 1.020 -1.787
C -1.580 0.161 -2.919
C -1.475 0.576 0.656
C -2.836 -0.106 0.587
F -2.977 -1.011 1.629
H 0.334 4.021 1.157
H -0.585 3.324 2.597
H 0.966 1.408 2.589
H 1.486 2.443 -0.270
H 2.583 1.405 0.642
H 3.518 -0.766 -0.314
H 3.797 1.327 -1.676
H 1.610 -3.802 1.568
H -0.021 -2.840 3.652
H -0.186 1.617 -2.157
H -1.796 1.728 -1.474
H -0.783 -0.359 -3.441
H -2.293 -0.573 -2.548
H -2.093 0.805 -3.639
H -1.001 0.295 1.598
H -1.623 1.656 0.685
H -3.000 -0.627 -0.354
H -3.630 0.632 0.738
*
```

The HOMO-LUMO gap comes out at 8.069 eV. The total energy is -50703.543 eV.